(1)
Molecular formula: C34H39CuN5O4P2
Method: DFT, wB97M-V/def2-TZVPD

```
85
C34H39CuN5O4P2, DFT wB97M-V/def2-TZVPD
Cu -0.096 -2.296 -0.934
C -1.202 1.906 -0.907
C -1.518 0.848 -1.666
C -1.223 0.754 -3.115
C 0.084 0.104 -3.668
C 1.393 0.379 -2.970
C 1.704 1.505 -2.316
C 0.864 2.751 -2.330
C -0.162 2.940 -1.191
C 1.871 -1.728 -0.538
H -1.809 2.120 -0.013
H -1.971 -0.041 -1.176
H -1.359 1.742 -3.574
H -2.049 0.123 -3.493
H -0.108 -0.981 -3.654
H 0.152 0.399 -4.727
H 2.010 -0.519 -2.753
H 2.592 1.534 -1.651
H 0.331 2.845 -3.294
H 1.574 3.612 -2.297
H 0.369 3.103 -0.232
H -0.704 3.890 -1.413
H 2.516 -0.952 -0.078
H 2.561 -2.356 -1.157
H 1.624 -2.403 0.317
P 1.424 -0.914 -7.358
P -2.012 -0.690 -7.232
N 2.789 0.112 -7.635
N 2.079 -2.236 -8.493
N -2.169 1.075 -7.340
N -3.569 -1.029 -7.885
C 0.383 -0.153 -8.685
C -1.000 -0.825 -8.786
C 3.718 0.399 -6.640
C 4.731 1.145 -7.203
C 4.474 1.258 -8.603
C 3.286 0.593 -8.859
C 2.274 -3.558 -8.060
C 2.720 -4.341 -9.137
C 2.857 -3.463 -10.264
C 2.439 -2.198 -9.839
C -2.025 1.822 -6.166
C -1.980 3.164 -6.492
C -2.167 3.263 -7.903
C -2.260 1.973 -8.404
C -4.355 -0.305 -8.806
C -5.465 -1.066 -9.142
C -5.375 -2.303 -8.405
C -4.215 -2.261 -7.654
H 0.883 -0.283 -9.654
H 0.264 0.934 -8.525
H -1.568 -0.401 -9.628
H -0.893 -1.908 -8.977
H 3.521 0.076 -5.639
H 5.551 1.591 -6.691
H 5.055 1.783 -9.339
H 2.747 0.475 -9.793
H 2.098 -3.821 -7.021
H 2.925 -5.410 -9.124
H 3.234 -3.723 -11.249
H 2.400 -1.303 -10.437
H -2.069 1.303 -5.218
H -1.831 3.968 -5.789
H -2.246 4.176 -8.468
H -2.486 1.655 -9.413
H -4.074 0.675 -9.167
H -6.251 -0.762 -9.829
H -6.095 -3.108 -8.454
H -3.755 -2.978 -6.994
O -1.153 -2.075 1.458
C -0.699 -0.892 1.641
O -0.213 -0.230 0.670
C -0.817 -0.423 3.101
C -1.137 0.875 3.531
C -1.122 1.220 4.886
C -0.850 0.218 5.860
C -0.542 -1.098 5.445
C -0.618 -1.396 4.093
N -0.460 0.666 7.177
O -0.536 1.891 7.441
O -0.008 -0.168 7.995
H -1.379 1.645 2.808
H -1.213 2.255 5.230
H -0.191 -1.816 6.178
H -0.467 -2.422 3.798
```

Computed properties:
multiplicity = 2
frontier orbital gap (spin up / spin down) = 6.802 / 5.402 eV
E_LUMO (spin up / spin down) = -0.0561 / -0.1075 hartree
charge = 0
strongest force on any atom = 3.5 eV/A
energy relative to the best compared isomer or geometry (same formula, charge and spin) = 288.40 kJ/mol

(2)
Molecular formula: C40H40N4O5PRhS
Method: DFT, wB97M-V/def2-TZVPD

```
92
C40H40N4O5PRhS, DFT wB97M-V/def2-TZVPD
Rh 1.305 11.383 15.296
C 1.175 8.200 14.486
O 0.857 9.183 15.509
C -0.315 9.044 16.237
C -0.981 7.821 16.446
C -2.116 7.787 17.248
C -2.546 8.926 17.944
C -1.857 10.126 17.784
C -0.790 10.250 16.868
N -0.122 11.441 16.568
N -0.565 12.456 17.268
C -0.061 13.671 17.125
C 0.870 14.081 16.082
O 1.178 13.309 15.088
C 1.438 15.378 16.134
C 1.075 16.320 17.074
C 0.046 16.056 18.016
C -0.492 17.036 18.901
C -1.556 16.736 19.760
C -2.107 15.461 19.749
C -1.611 14.468 18.899
C -0.549 14.716 18.034
H 1.306 7.211 14.939
H 2.101 8.516 14.020
H 0.381 8.136 13.716
H -0.605 6.868 16.073
H -2.666 6.855 17.357
H -3.406 8.893 18.607
H -2.102 11.000 18.363
H 2.187 15.647 15.419
H 1.560 17.289 17.081
H -0.053 18.033 18.893
H -1.933 17.470 20.466
H -2.907 15.210 20.413
H -2.055 13.479 18.922
O 2.941 10.992 14.062
P 4.197 11.924 14.084
C 4.160 12.885 12.565
C 2.961 12.952 11.851
C 2.880 13.699 10.687
C 4.011 14.321 10.183
C 5.222 14.173 10.855
C 5.328 13.431 12.032
C 4.426 13.054 15.507
C 4.945 14.349 15.318
C 5.033 15.228 16.391
C 4.610 14.845 17.659
C 4.137 13.559 17.838
C 4.065 12.677 16.782
C 5.649 10.840 14.045
C 5.520 9.598 13.406
C 6.559 8.690 13.451
C 7.733 8.984 14.146
C 7.872 10.221 14.756
C 6.855 11.168 14.665
H 2.091 12.400 12.221
H 1.930 13.782 10.172
H 3.971 14.898 9.271
H 6.101 14.666 10.501
H 6.310 13.292 12.507
H 5.300 14.677 14.367
H 5.460 16.213 16.237
H 4.684 15.526 18.505
H 3.820 13.256 18.826
H 3.716 11.642 16.959
H 4.629 9.402 12.833
H 6.442 7.722 12.970
H 8.517 8.235 14.170
H 8.771 10.447 15.296
H 7.026 12.169 15.042
C 3.343 8.336 21.056
C 4.413 7.645 20.195
N 5.325 8.608 19.560
C 4.995 9.391 18.509
S 3.498 9.290 17.731
N 5.914 10.288 18.063
C 7.181 10.625 18.712
C 7.024 11.606 19.880
H 2.662 7.600 21.481
H 2.766 9.045 20.425
H 3.835 8.849 21.906
H 3.927 7.053 19.401
H 5.044 6.984 20.782
H 6.174 8.814 20.066
H 5.544 10.909 17.349
H 7.855 11.010 17.913
H 7.645 9.673 19.027
H 6.741 12.605 19.534
H 7.973 11.686 20.428
H 6.244 11.246 20.581
O 0.052 11.529 13.820
O -1.143 11.980 13.968
```

Computed properties:
multiplicity = 5
frontier orbital gap (spin up / spin down) = 6.164 / 3.295 eV
E_LUMO (spin up / spin down) = -0.2150 / -0.3378 hartree
charge = +2
strongest force on any atom = 3.2 eV/A

(3)
Molecular formula: C32H93NO40P10
Method: DFT, wB97M-V/def2-TZVPD

```
176
C32H93NO40P10, DFT wB97M-V/def2-TZVPD
C 1.472 3.012 -3.166
O 0.132 3.473 -3.031
P -0.196 5.050 -3.137
O 0.221 5.772 -4.323
O -1.768 4.764 -2.958
C -2.678 5.574 -3.704
O 0.302 5.750 -1.797
C -0.014 5.118 -0.515
H 1.865 2.797 -2.164
H 2.107 3.748 -3.651
H 1.448 2.098 -3.694
H -2.423 6.615 -3.620
H -3.649 5.410 -3.294
H -2.686 5.270 -4.767
H 0.690 5.508 0.250
H 0.162 4.044 -0.443
H -1.081 5.340 -0.336
C 2.681 -1.247 3.371
O 2.140 -2.045 2.320
P 1.242 -3.278 2.729
O 1.389 -3.991 3.991
O 1.379 -4.269 1.483
C 1.060 -3.767 0.177
O -0.190 -2.539 2.520
C -1.363 -3.204 3.026
H 1.858 -0.755 3.897
H 3.380 -0.535 2.934
H 3.196 -1.877 4.122
H 1.806 -3.073 -0.163
H 0.062 -3.349 0.113
H 1.094 -4.642 -0.499
H -1.177 -3.781 3.947
H -1.687 -3.886 2.225
H -2.191 -2.504 3.058
C 3.196 2.260 1.241
O 4.139 1.632 2.124
P 5.201 2.505 2.962
O 5.070 3.973 2.926
O 6.665 2.112 2.425
C 7.162 0.724 2.273
O 5.194 1.804 4.413
C 3.977 1.671 5.170
H 3.400 3.325 1.254
H 2.199 2.064 1.632
H 3.268 1.887 0.213
H 7.118 0.397 1.230
H 6.643 0.022 2.950
H 8.211 0.810 2.674
H 3.092 1.850 4.574
H 4.001 2.180 6.139
H 3.933 0.590 5.338
C 6.685 0.690 -3.830
O 6.813 -0.616 -3.189
P 6.522 -0.658 -1.641
O 5.263 -0.073 -1.191
O 6.733 -2.238 -1.388
C 5.634 -3.069 -0.912
O 7.771 -0.052 -0.941
C 9.081 -0.162 -1.552
H 7.351 0.676 -4.690
H 7.037 1.476 -3.129
H 5.679 0.855 -4.121
H 6.042 -3.744 -0.175
H 5.227 -3.595 -1.752
H 4.825 -2.454 -0.475
H 9.595 0.606 -1.027
H 9.081 0.029 -2.625
H 9.506 -1.163 -1.307
C -4.602 3.140 -0.284
O -3.680 3.410 0.851
P -4.127 2.996 2.309
O -4.469 1.578 2.517
O -2.812 3.434 3.110
C -2.039 4.600 2.630
O -5.273 4.072 2.652
C -6.214 3.760 3.740
H -4.997 2.117 -0.242
H -4.063 3.295 -1.254
H -5.394 3.886 -0.249
H -1.237 4.630 3.366
H -2.593 5.531 2.656
H -1.689 4.317 1.646
H -6.761 2.843 3.490
H -6.901 4.631 3.717
H -5.740 3.625 4.734
C -3.946 2.290 -5.810
O -3.618 1.009 -5.204
P -2.732 0.031 -6.093
O -2.416 -1.199 -5.413
O -3.615 -0.003 -7.418
C -3.151 -0.847 -8.597
O -1.475 0.878 -6.565
C -0.516 1.130 -5.558
H -3.010 2.857 -5.869
H -4.636 2.785 -5.114
H -4.435 2.082 -6.753
H -3.197 -0.230 -9.512
H -3.816 -1.706 -8.596
H -2.117 -1.211 -8.429
H 0.298 1.707 -6.068
H -0.176 0.167 -5.168
H -0.881 1.699 -4.696
C 0.711 2.149 8.348
O -0.378 1.759 7.425
P -0.117 0.676 6.304
O 1.105 0.907 5.483
O -0.317 -0.761 7.044
C 0.062 -1.926 6.282
O -1.436 0.839 5.484
C -1.351 0.622 4.047
H 0.224 2.925 8.937
H 1.639 2.478 7.854
H 1.008 1.280 8.915
H 0.170 -2.654 7.039
H 1.048 -1.760 5.845
H -0.596 -2.317 5.511
H -0.925 -0.371 3.915
H -0.647 1.353 3.605
H -2.344 0.733 3.631
C -4.410 -1.627 0.316
O -4.195 -2.266 1.620
P -5.420 -3.173 2.017
O -6.064 -3.996 0.966
O -4.626 -3.916 3.205
C -5.366 -5.080 3.725
O -6.511 -2.276 2.661
C -6.279 -1.158 3.595
H -4.458 -2.394 -0.461
H -3.662 -0.827 0.147
H -5.374 -1.127 0.359
H -4.682 -5.521 4.457
H -5.587 -5.797 2.971
H -6.282 -4.793 4.207
H -5.570 -1.503 4.394
H -7.260 -0.911 4.045
H -5.871 -0.334 3.020
C 2.847 -1.110 -5.427
O 2.268 -1.593 -4.160
P 2.027 -3.149 -4.015
O 1.929 -3.882 -5.284
O 0.864 -3.281 -2.963
C -0.481 -2.923 -3.386
O 3.239 -3.703 -3.099
C 3.312 -5.097 -2.719
H 2.563 -0.055 -5.398
H 2.256 -1.555 -6.226
H 3.889 -1.349 -5.659
H -0.736 -1.912 -3.038
H -1.157 -3.619 -2.929
H -0.493 -3.019 -4.452
H 2.831 -5.718 -3.466
H 2.902 -5.284 -1.766
H 4.339 -5.443 -2.805
C 2.103 -0.440 -1.198
O 0.687 -0.570 -1.332
P -0.289 0.569 -0.850
O 0.375 1.782 -0.391
O -1.058 0.736 -2.215
C -2.117 1.699 -2.352
O -1.435 -0.080 0.097
C -1.486 0.245 1.444
H 2.427 0.550 -1.574
H 2.661 -1.236 -1.738
H 2.403 -0.473 -0.159
H -1.902 2.358 -3.207
H -2.139 2.354 -1.467
H -3.070 1.123 -2.415
H -1.771 1.305 1.575
H -0.515 0.102 1.947
H -2.271 -0.375 1.820
C -4.498 -6.315 -0.249
C -3.459 -5.574 -0.965
N -2.620 -5.031 -1.530
H -4.251 -6.733 0.707
H -4.888 -7.108 -0.935
H -5.388 -5.644 -0.152
```

Computed properties:
multiplicity = 1
frontier orbital gap = 10.352 eV
E_LUMO = 0.0104 hartree
structure (SMILES) = COP(=O)(OC)OC.COP(=O)(OC)OC.COP(=O)(OC)OC.COP(=O)(OC)OC.COP(=O)(OC)OC.COP(=O)(OC)OC.COP(=O)(OC)OC.COP(=O)(OC)OC.COP(=O)(OC)OC.COP(=O)(OC)OC.CC#N
charge = 0
strongest force on any atom = 2.9 eV/A

(4)
Molecular formula: C2H22F6NaO17S2
Method: DFT, wB97M-V/def2-TZVPD

```
50
C2H22F6NaO17S2, DFT wB97M-V/def2-TZVPD
Na 3.383 -1.602 -1.074
C -1.005 0.574 0.248
F -2.308 0.299 0.080
F -0.593 1.351 -0.732
F -0.901 1.181 1.468
S -0.007 -1.064 0.141
O -0.323 -1.774 1.372
O -0.326 -1.833 -1.081
O 1.431 -0.683 0.110
C 4.327 1.508 1.120
F 4.514 1.737 -0.199
F 3.892 0.241 1.285
F 5.389 1.775 1.833
S 2.945 2.739 1.852
O 2.594 2.055 3.095
O 3.763 3.944 2.015
O 1.866 2.880 0.870
O -4.178 2.510 1.377
H -3.830 2.497 2.269
H -4.064 1.614 1.062
O -1.952 4.184 0.582
H -1.762 3.832 -0.288
H -2.449 3.491 1.017
O -0.871 -0.652 3.743
H -1.816 -0.684 3.888
H -0.753 -0.983 2.853
O -0.138 -4.634 -0.696
H 0.691 -4.738 -1.163
H -0.408 -3.735 -0.885
O 0.503 -3.956 2.710
H 0.893 -4.583 2.101
H 0.198 -3.240 2.153
O 2.363 -0.329 -2.877
H 1.937 0.412 -2.445
H 1.675 -0.723 -3.412
O 1.803 2.712 -1.828
H 2.621 3.149 -2.063
H 1.748 2.802 -0.876
O -2.721 -3.400 2.015
H -2.200 -2.934 1.360
H -2.896 -4.253 1.619
O -0.016 -1.337 -3.671
H -0.371 -1.454 -2.790
H -0.406 -2.046 -4.183
O -3.600 -2.359 -2.530
H -3.774 -3.084 -1.930
H -2.736 -2.038 -2.274
O -0.694 3.915 -2.292
H -1.475 3.386 -2.451
H 0.037 3.331 -2.498
```

Computed properties:
multiplicity = 1
frontier orbital gap = 6.787 eV
E_LUMO = 0.0180 hartree
charge = -1
strongest force on any atom = 4.7 eV/A

(5)
Molecular formula: C4H2OPt
Method: DFT, wB97M-V/def2-TZVPD

```
8
C4H2OPt, DFT wB97M-V/def2-TZVPD
C -0.372 -1.784 0.747
C -0.118 -0.677 0.320
H -0.334 -2.388 1.661
O -1.363 1.984 0.184
C -0.575 1.566 -0.610
C 0.265 0.374 -0.611
H 0.475 0.030 -1.635
Pt 2.023 0.895 -0.055
```

Computed properties:
multiplicity = 4
frontier orbital gap (spin up / spin down) = 6.345 / 7.070 eV
E_LUMO (spin up / spin down) = -0.2348 / -0.3272 hartree
charge = +1
strongest force on any atom = 3.3 eV/A
energy relative to the best compared isomer or geometry (same formula, charge and spin) = 0.00 kJ/mol

(6)
Molecular formula: C2HF3N2
Method: DFT, wB97M-V/def2-TZVPD

```
8
C2HF3N2, DFT wB97M-V/def2-TZVPD
C 1.343 0.254 0.782
C -0.962 -0.085 -0.467
N 1.536 -0.852 0.253
N 0.209 -0.585 0.964
F -2.066 -0.647 -0.088
F -1.042 1.195 -0.601
F -0.443 -0.605 -1.533
H 1.425 1.325 0.690
```

Computed properties:
multiplicity = 1
frontier orbital gap = 10.026 eV
E_LUMO = 0.0181 hartree
charge = 0
strongest force on any atom = 5.8 eV/A
energy relative to the best compared isomer or geometry (same formula, charge and spin) = 376.31 kJ/mol